No. 1
Entry from the OMol25 dataset: a 8-piece molecular cluster, C32H56O16 overall at a distorted geometry (wB97M-V/def2-TZVPD).

```
104
Properties=species:S:1:pos:R:3
C 11.50262 5.79255 7.26243
C 11.37703 5.74708 8.77998
C 11.63757 7.17364 9.29386
O 12.04501 7.87195 8.10718
C 12.45940 6.90151 7.13529
H 10.52967 6.07927 6.86336
H 11.80965 4.85845 6.79201
H 12.07312 5.03173 9.21796
H 10.42617 5.45080 9.22291
H 12.45877 7.18177 10.01056
H 10.77292 7.69234 9.70790
H 13.50967 6.63221 7.24714
H 12.41560 7.33075 6.13433
C 5.23111 10.19848 7.36163
C 6.33373 9.38473 6.88267
C 5.62453 8.08606 6.40979
O 4.43668 8.10679 7.28381
C 4.26471 9.24557 8.12516
H 4.58830 10.67356 6.62056
H 5.64917 10.92786 8.05541
H 7.08531 9.22120 7.65499
H 6.80579 9.94592 6.07624
H 6.27053 7.22034 6.55573
H 5.23221 8.25329 5.40668
H 4.69729 9.03908 9.10410
H 3.23269 9.58298 8.22091
C 10.74445 6.50079 1.38936
C 10.50745 5.05738 1.09813
C 10.26303 4.45099 2.42820
O 11.38486 5.06860 3.11641
C 11.60221 6.36826 2.65544
H 9.76386 6.89448 1.65685
H 11.22080 7.04918 0.57667
H 11.37254 4.53148 0.69422
H 9.62221 4.93172 0.47469
H 10.27739 3.36208 2.38152
H 9.27615 4.71918 2.80535
H 12.64978 6.56569 2.42807
H 11.21164 7.05786 3.40377
C 10.85772 11.04851 0.07224
C 11.77457 11.20799 -1.11945
C 11.95748 9.85863 -1.70777
O 10.88448 9.07549 -1.10335
C 10.00513 9.82342 -0.29473
H 10.30481 11.97540 0.22467
H 11.42162 10.82343 0.97747
H 12.72881 11.72356 -1.01126
H 11.15998 11.84825 -1.75225
H 12.94671 9.45236 -1.49686
H 11.82263 9.87841 -2.78921
H 9.76722 9.27845 0.61879
H 9.14836 10.11171 -0.90378
C 9.60611 13.03930 10.20660
C 8.12563 12.85302 9.82422
C 7.29168 11.91240 10.78240
O 6.08593 12.59898 10.98613
C 6.16698 13.81762 10.48837
O 5.28312 14.70048 10.57191
O 7.40299 14.02021 9.96040
H 9.99812 12.02413 10.26861
H 9.76747 13.63036 11.10810
H 10.16179 13.57110 9.43427
H 8.09994 12.55744 8.77537
H 7.91662 11.80580 11.66907
H 7.22599 10.97994 10.22178
C 14.28528 11.03773 5.70407
C 13.86104 12.49051 5.45366
C 12.77612 12.76731 4.42463
O 11.77145 13.38826 5.24506
C 12.24715 13.60862 6.48689
O 11.69077 14.23095 7.33845
O 13.43269 13.07651 6.63399
H 13.61135 10.65457 6.47030
H 15.25491 11.12837 6.19366
H 14.35222 10.41813 4.80981
H 14.75163 13.03634 5.14217
H 12.43751 11.83495 3.97280
H 13.18391 13.37198 3.61457
C 7.44627 12.36085 0.33653
C 5.93835 12.79554 0.42759
C 5.70191 14.27330 0.28680
O 5.01448 14.37761 -0.93177
C 4.68306 13.11447 -1.38714
O 4.08189 12.79132 -2.43856
O 5.24575 12.20954 -0.61947
H 7.83686 12.64501 -0.64060
H 7.64661 11.28950 0.32324
H 8.11289 12.82610 1.06266
H 5.54847 12.49218 1.39923
H 6.63402 14.83444 0.22050
H 5.17622 14.71765 1.13198
C 9.69803 10.73579 7.12325
C 10.18811 9.97413 5.88493
C 9.43913 8.72177 5.54475
O 8.81476 9.07937 4.33760
C 9.18757 10.31125 3.95519
O 8.85739 10.75871 2.86074
O 9.94680 10.91627 4.87980
H 9.87806 10.11080 7.99793
H 8.63734 10.98688 7.12399
H 10.40845 11.55844 7.20475
H 11.24787 9.73263 5.96672
H 8.70354 8.45332 6.30299
H 10.01986 7.84961 5.24437
```

Output
Frontier orbital gap ... 9.8 eV
LUMO energy ... 0.05 eV
Multiplicity ... 1
SMILES ... C[C@H]1COC(=O)O1.C[C@H]1COC(=O)O1.C[C@H]1COC(=O)O1.C[C@H]1COC(=O)O1.C1CCOC1.C1CCOC1.C1CCOC1.C1CCOC1
E_HOMO ... -9.761 eV

---

No. 2
Entry from the OMol25 dataset: C32H34Br2MgN6O5P as an isolated structure (wB97M-V/def2-TZVPD).

```
81
Properties=species:S:1:pos:R:3
Mg -0.57137 1.60673 1.41949
C -2.94945 -2.43986 -0.89494
C -2.18950 -2.80208 0.34830
C -1.83611 -4.15123 0.57190
C -1.11540 -4.47786 1.67901
C -0.70346 -3.46347 2.57129
C 0.04731 -3.70233 3.74566
Br 0.55632 -5.47277 4.22599
C 0.41628 -2.67234 4.55924
C 0.06516 -1.36144 4.22794
Br 0.64952 0.04370 5.35683
C -0.64600 -1.01620 3.07850
O -0.91364 0.19049 2.76465
C -1.07475 -2.13395 2.25300
N -1.83945 -1.84110 1.16758
H -3.66781 -3.21462 -1.16473
H -2.24409 -2.33462 -1.72617
H -3.47608 -1.49499 -0.76792
H -2.14673 -4.90835 -0.13641
H -0.84589 -5.50492 1.88471
H 0.99244 -2.85665 5.45515
C -2.93649 1.85463 5.08637
O -3.57042 1.37574 3.88882
C -3.00533 1.74265 2.74116
O -2.17790 2.62403 2.61771
N -3.51044 1.02240 1.68799
N -2.66053 1.08540 0.56028
H -3.73044 2.12959 5.77677
H -2.30414 2.70856 4.86189
H -2.33099 1.04733 5.49360
H -3.77276 0.08017 1.95316
H -3.18257 1.38525 -0.25362
H -2.24352 0.16101 0.41034
N 0.11764 0.63828 -0.19352
P 0.47457 0.51245 -1.66099
C 0.52817 -1.22128 -2.25738
C 0.28384 -1.61128 -3.57183
C 0.31198 -2.95353 -3.92411
C 0.59039 -3.91663 -2.96234
C 0.84005 -3.53451 -1.65124
C 0.80450 -2.19195 -1.29785
C 2.08593 1.23266 -2.15707
C 2.94851 0.70467 -3.11313
C 4.16760 1.31875 -3.37148
C 4.53050 2.46560 -2.67843
C 3.67584 2.99644 -1.72099
C 2.46150 2.38010 -1.45861
C -0.68613 1.27559 -2.87600
C -0.36532 2.37654 -3.66327
C -1.32384 2.96813 -4.47842
C -2.61323 2.46251 -4.52229
C -2.94447 1.35874 -3.74458
C -1.98771 0.77738 -2.92922
H 0.04828 -0.86383 -4.32186
H 0.11276 -3.24716 -4.94764
H 0.61265 -4.96439 -3.23598
H 1.05603 -4.27993 -0.89583
H 0.98824 -1.87882 -0.27526
H 2.68170 -0.19885 -3.64743
H 4.83944 0.89434 -4.10776
H 5.48503 2.93793 -2.87743
H 3.94390 3.88063 -1.15709
H 1.81480 2.78755 -0.68909
H 0.63781 2.78306 -3.63582
H -1.05893 3.83000 -5.07800
H -3.35916 2.92407 -5.15763
H -3.94838 0.95225 -3.77730
H -2.24657 -0.08481 -2.32390
C 2.83679 3.52015 3.04382
C 1.82593 3.59712 1.90517
O 1.98012 4.42152 1.00425
O 0.86838 2.75849 1.99596
H 3.44477 4.42134 3.08378
H 3.48710 2.66136 2.86151
H 2.33197 3.34733 3.99355
N 3.48912 -0.16055 0.95132
N 2.30961 -0.65428 1.61728
H 3.27814 0.72483 0.49288
H 3.69917 -0.81839 0.20881
H 1.49830 -0.21062 1.18250
H 2.36091 -0.32794 2.57642
```

Output
Frontier orbital gap ... 7.3 eV
LUMO energy ... 2.37 eV
Multiplicity ... 1
E_HOMO ... -4.953 eV
Total charge ... -1

---

No. 3
Entry from the OMol25 dataset: C37H61BaGeIN4O3S as an isolated structure at a distorted geometry (wB97M-V/def2-TZVPD).

```
109
Properties=species:S:1:pos:R:3
Ba -0.94468 0.84489 -0.50830
C -2.15132 2.60506 -5.01356
C -1.53098 1.46068 -4.22409
C -2.54201 0.33178 -4.06286
C -0.26935 0.97051 -4.92195
O -1.11230 1.87102 -2.90626
Ge -1.76081 3.41609 -2.04673
O -0.35691 3.17770 -0.76337
C 0.89011 3.90630 -0.72814
C 0.98540 4.54180 0.65024
C 2.00846 2.89042 -0.93399
C 0.93234 4.96598 -1.81698
O -2.83887 2.35116 -0.84749
C -4.18263 2.79757 -0.52211
C -4.33179 4.31173 -0.59261
C -4.45027 2.33399 0.90101
C -5.13381 2.12354 -1.50078
H -2.36913 2.26718 -6.02905
H -1.48032 3.46282 -5.07661
H -3.09405 2.94124 -4.57724
H -2.90505 -0.01475 -5.03397
H -3.40388 0.67636 -3.48863
H -2.09057 -0.52439 -3.55491
H -0.49498 0.56937 -5.91399
H 0.19379 0.18884 -4.31613
H 0.43938 1.79214 -5.03587
H 0.97558 3.77162 1.42435
H 0.13996 5.21036 0.81815
H 1.90776 5.11706 0.75428
H 1.99098 2.11726 -0.15969
H 2.98879 3.36986 -0.88886
H 1.91505 2.41529 -1.91441
H 0.13236 5.69672 -1.69250
H 0.84175 4.52297 -2.81141
H 1.88534 5.49782 -1.77857
H -3.58466 4.81360 0.02575
H -5.31878 4.58623 -0.21443
H -4.24637 4.69124 -1.60971
H -3.79558 2.85455 1.60249
H -4.29371 1.25918 1.00031
H -5.48163 2.54616 1.19164
H -4.91866 2.44656 -2.52181
H -6.17525 2.36720 -1.28213
H -5.02051 1.03823 -1.45211
C 3.98766 -4.81324 1.47267
C 3.42827 -3.85277 2.52411
C 4.58756 -3.30461 3.36808
C 2.46205 -4.63028 3.42572
C 2.71907 -2.66767 1.87948
C 2.92690 -2.29148 0.56066
C 2.23550 -1.20803 0.04365
N 1.38373 -0.46424 0.74410
C 1.24423 -0.76472 2.04545
C 1.85980 -1.86107 2.62533
C 0.44316 0.19878 2.86788
C 0.61094 0.29367 4.23831
C -0.05904 1.27245 4.97275
C -0.86509 2.14706 4.25937
C -0.97797 1.99027 2.88699
N -0.36640 1.03309 2.19836
C 0.15110 1.36500 6.47992
C -0.70806 2.45979 7.10972
C 1.62906 1.68194 6.74945
C -0.21405 0.02221 7.12557
H 4.39455 -5.69219 1.97390
H 4.79887 -4.36671 0.89598
H 3.21650 -5.14986 0.77714
H 5.12760 -4.12671 3.84115
H 4.22616 -2.64179 4.15662
H 5.29189 -2.74527 2.75022
H 2.96854 -5.51148 3.82166
H 1.58383 -4.96561 2.87116
H 2.12299 -4.04547 4.28100
H 3.58989 -2.83893 -0.09245
H 2.35457 -0.94329 -1.00026
H 1.66404 -2.08768 3.66250
H 1.29654 -0.37530 4.73717
H -1.39934 2.95027 4.74419
H -1.58981 2.67661 2.30906
H -0.44812 3.45226 6.73724
H -0.54638 2.46301 8.18813
H -1.77369 2.29768 6.93673
H 1.92011 2.62402 6.28192
H 2.28855 0.89886 6.37274
H 1.79895 1.76937 7.82379
H -1.25347 -0.24377 6.92561
H -0.08383 0.09020 8.20665
H 0.41781 -0.79201 6.76851
C 1.84834 -2.77305 -7.03952
C 1.27452 -3.46880 -5.85190
C 1.04500 -4.80768 -5.74309
C 0.48424 -5.28225 -4.53532
N 0.17094 -4.50091 -3.52099
C 0.38715 -3.17425 -3.62604
S 0.04655 -2.07716 -2.39848
N 0.94500 -2.70090 -4.78690
C 0.19752 -6.74218 -4.36818
H 2.11026 -3.49310 -7.80991
H 2.74407 -2.21587 -6.76182
H 1.12442 -2.06901 -7.45284
H 1.28657 -5.47792 -6.55307
H 1.08496 -1.69952 -4.82235
H 0.61115 -7.33246 -5.18265
H -0.88227 -6.89512 -4.33590
H 0.60132 -7.08979 -3.41871
I -3.53801 -1.70493 1.36823
C -2.74670 -2.01700 -0.46343
H -3.30615 -1.70638 -1.33218
H -1.88231 -2.65494 -0.53982
```

Output
Frontier orbital gap (spin up / spin down) ... 7.7 / 7.1 eV
LUMO energy (spin up / spin down) ... -2.23 / -2.89 eV
Multiplicity ... 2
E_HOMO (spin up / spin down) ... -9.967 / -9.967 eV
<S²> ... 0.7560
Total charge ... +1

---

No. 4
Entry from the OMol25 dataset: C7H15N as an isolated structure at a distorted geometry (wB97M-V/def2-TZVPD).

```
23
Properties=species:S:1:pos:R:3
C 0.55808 0.80504 2.62327
C 1.05116 0.85500 1.16056
C 1.16982 -0.42111 0.34602
C -0.06565 -1.24919 0.49552
C -2.32472 -0.39961 -2.59675
C -1.35864 -0.29849 -1.48371
C -0.72664 -1.46281 -0.77402
N 2.16224 1.91125 1.20083
H 0.29295 1.74120 3.09644
H 1.23896 0.11633 3.21095
H -0.42376 0.28718 2.45603
H 0.22732 1.45283 0.61046
H 2.17609 -0.96595 0.39393
H 1.15524 -0.08330 -0.74416
H -0.18543 -0.84129 -1.77996
H 0.04824 -2.06585 1.18715
H -1.98622 -0.17588 -3.62119
H -2.42667 -1.52685 -2.76792
H -3.23629 0.00937 -2.29070
H -1.35126 0.70963 -1.00820
H -1.16962 -2.47731 -1.14203
H 3.05775 1.46863 0.98318
H 2.11705 2.61118 0.44431
```

Output
Frontier orbital gap ... 7.5 eV
LUMO energy ... 0.55 eV
Multiplicity ... 1
E_HOMO ... -7.001 eV

---

No. 5
Entry from the OMol25 dataset: one molecule with the formula C2H8N2O2 at a distorted geometry (wB97M-V/def2-TZVPD).

```
14
Properties=species:S:1:pos:R:3
C 0.57991 0.29654 -0.45647
C -1.66524 -0.49860 0.10879
N -0.82580 0.29826 -0.77835
N 0.75128 1.07987 0.74005
O 1.11250 -1.01289 -0.28129
O 2.56343 -0.85475 -0.13217
H 2.53104 -0.33694 0.69778
H -0.89088 -0.12008 -1.70667
H 1.12127 0.78164 -1.27652
H 0.17575 1.90801 0.59194
H 0.28855 0.57347 1.48740
H -1.75187 -0.04486 1.10074
H -1.31197 -1.52917 0.21085
H -2.67797 -0.54052 -0.30608
```

Output
Frontier orbital gap ... 10.7 eV
LUMO energy ... 0.95 eV
Multiplicity ... 1
SMILES ... CN[C@@H](N)OO
E_HOMO ... -9.718 eV